Entry 1
Here is an isolated molecule of C3H6O2 from the OMol25 dataset. Energies are from ωB97M-V with the def2-TZVPD basis set.

Computed properties:
Frontier orbital gap, eV: 10.97
Multiplicity: 1
LUMO, eV: 0.9
SMILES string: COCC=O

Each line ends with the Löwdin charge.
Geometry (Å):
H -0.144 1.002 0.832  0.14
C 0.357 1.486 -1.186  -0.22
H 0.334 -1.873 1.203  0.09
O 0.762 2.620 -1.124  0.05
C 0.387 0.530 -0.012  -0.20
O -0.222 -0.668 -0.407  -0.20
C -0.556 -1.506 0.670  -0.11
H -0.073 1.061 -2.115  0.13
H -1.201 -0.987 1.394  0.09
H -1.102 -2.357 0.256  0.09
H 1.434 0.383 0.303  0.14

***

Entry 2
Here is an isolated molecule of C3H6O2 from the OMol25 dataset. Energies are from ωB97M-V with the def2-TZVPD basis set.

Computed properties:
Frontier orbital gap, eV: 10.65
Multiplicity: 1
LUMO, eV: 1.0
SMILES string: COCC=O

Each line ends with the Löwdin charge.
Geometry (Å):
C -1.122 0.611 0.888  -0.23
H 1.780 0.380 -1.786  0.11
C 1.314 0.100 -0.795  -0.10
C -0.716 -0.643 0.086  -0.22
O 0.019 -0.421 -1.076  -0.19
H -1.636 -1.181 -0.154  0.13
H 1.894 -0.676 -0.258  0.09
H -1.568 0.399 1.928  0.13
O -1.002 1.745 0.489  0.05
H 1.184 0.992 -0.117  0.09
H -0.146 -1.305 0.795  0.13

***

Tell me which of them is the least stable. Sure, it is entry 2.

***

Entry 1
Here is a cluster of 2 separate species, C3H6O2 in total from the OMol25 dataset. Energies are from ωB97M-V with the def2-TZVPD basis set.

Computed properties:
Frontier orbital gap, eV: 9.06
Multiplicity: 1
LUMO, eV: 0.3
SMILES string: C=CO.C=O

Each line ends with the Löwdin charge.
Geometry (Å):
O -0.052 -0.949 1.951  -0.02
C -1.404 0.801 -1.434  -0.10
C 1.158 -0.182 0.015  -0.03
H -1.315 -0.028 -2.295  0.12
H -1.478 1.860 -1.762  0.08
H 0.602 -0.795 -0.633  0.03
C 0.929 -0.200 1.329  -0.26
H 2.024 0.362 -0.346  0.06
H -0.625 -1.359 1.307  0.07
O -1.506 0.369 -0.256  -0.08
H 1.667 0.122 2.124  0.13

***

Entry 2
Here is a cluster of 2 separate species, C3H6O2 in total from the OMol25 dataset. Energies are from ωB97M-V with the def2-TZVPD basis set.

Computed properties:
Frontier orbital gap, eV: 10.94
Multiplicity: 1
LUMO, eV: 0.7
SMILES string: O=C[C@@H]1CO1.[H][H]

Each line ends with the Löwdin charge.
Geometry (Å):
O -0.751 0.730 -0.785  -0.03
H 2.160 0.437 1.036  0.13
H -1.919 0.895 0.984  0.12
H -0.235 -1.888 -1.407  0.02
C 1.421 0.150 0.259  -0.21
H -0.718 -2.455 -1.449  0.05
O 1.629 -0.771 -0.491  0.04
H 0.292 2.018 0.547  0.14
C -1.125 0.318 0.511  -0.11
H -1.152 -0.760 0.666  0.11
C 0.169 0.974 0.254  -0.26

***

Tell me which of them is the least stable. Sure, it is entry 2.

***

Entry 1
Here is an isolated molecule of C3H6O2 from the OMol25 dataset. Energies are from ωB97M-V with the def2-TZVPD basis set.

Computed properties:
Frontier orbital gap, eV: 11.06
Multiplicity: 1
LUMO, eV: 1.0
SMILES string: OC[C@H]1CO1

Each line ends with the Löwdin charge.
Geometry (Å):
C 0.612 0.623 0.922  -0.20
H 0.518 1.231 -1.200  0.12
H 1.670 0.841 0.832  0.10
O -1.285 0.195 -0.604  -0.05
C -0.401 -0.848 -1.083  -0.07
H -0.414 -1.729 -0.423  0.12
H 0.062 1.533 1.390  0.14
H -0.613 -0.722 1.258  0.07
O 0.255 -0.525 1.633  -0.07
C 0.072 0.472 -0.604  -0.27
H -0.475 -1.071 -2.122  0.10

***

Entry 2
Here is an isolated molecule of C3H6O2 from the OMol25 dataset. Energies are from ωB97M-V with the def2-TZVPD basis set.

Computed properties:
Frontier orbital gap, eV: 10.63
Multiplicity: 1
LUMO, eV: 0.7
SMILES string: C[C@H](O)C=O

Each line ends with the Löwdin charge.
Geometry (Å):
O 1.101 -1.209 -0.190  -0.05
H 0.353 1.161 -1.280  0.09
H 1.973 -0.937 0.172  0.11
C 0.141 -0.296 0.332  -0.41
O -2.254 -0.211 -0.015  0.07
H 1.239 1.582 0.245  0.09
C -1.231 -0.825 -0.126  -0.21
H -0.530 1.720 0.168  0.08
C 0.316 1.125 -0.181  -0.05
H -1.218 -1.842 -0.548  0.13
H 0.109 -0.270 1.424  0.15

***

Entry 3
Here is an isolated molecule of C3H6O2 from the OMol25 dataset. Energies are from ωB97M-V with the def2-TZVPD basis set.

Computed properties:
Frontier orbital gap, eV: 11.13
Multiplicity: 1
LUMO, eV: 0.8
SMILES string: OC[C@H]1CO1

Each line ends with the Löwdin charge.
Geometry (Å):
H 2.495 -1.250 -0.584  0.20
O -1.244 -1.125 -0.195  -0.07
C 0.957 0.278 -0.185  -0.19
C -1.640 0.215 -0.027  -0.18
H -0.344 -0.503 1.572  0.16
H -1.676 0.831 -0.916  0.10
H -2.458 0.547 0.856  0.17
C -0.307 -0.201 0.483  -0.27
H 1.073 1.347 0.168  0.13
O 2.258 -0.418 0.189  -0.20
H 0.886 0.279 -1.360  0.15

***

Tell me which of them is the least stable. Sure, it is entry 3.

***

Entry 1
Here is an isolated molecule of C3H6O2 from the OMol25 dataset. Energies are from ωB97M-V with the def2-TZVPD basis set.

Computed properties:
Frontier orbital gap, eV: 10.65
Multiplicity: 1
LUMO, eV: 0.7
SMILES string: CC(=O)CO

Each line ends with the Löwdin charge.
Geometry (Å):
C 0.498 -1.100 0.182  -0.26
H -1.632 1.401 -0.371  0.10
H -0.455 1.939 0.838  0.10
H -1.466 0.508 1.177  0.09
C 0.147 0.282 -0.225  -0.43
H -0.488 -1.389 -0.306  0.16
O 1.625 -1.426 -0.514  -0.08
H 0.397 -1.405 1.234  0.14
H 1.592 -0.539 -1.168  0.12
O 0.722 0.664 -1.248  0.07
C -0.939 1.065 0.401  0.00

***

Entry 2
Here is a cluster of 2 separate species, C3H6O2 in total from the OMol25 dataset. Energies are from ωB97M-V with the def2-TZVPD basis set.

Computed properties:
Frontier orbital gap, eV: 10.54
Multiplicity: 1
LUMO, eV: 0.0
SMILES string: C=CC=O.O

Each line ends with the Löwdin charge.
Geometry (Å):
H 0.640 1.107 -1.465  0.02
H 2.226 -0.210 0.740  0.07
H -0.775 0.659 -1.754  0.01
C 1.236 -0.561 0.462  0.03
O -1.547 -0.890 -0.518  0.04
H -1.916 -0.521 1.430  0.12
H 0.182 0.925 1.540  0.11
C 0.136 0.054 0.891  -0.15
O -0.214 1.447 -1.760  -0.07
H 1.167 -1.453 -0.157  0.08
C -1.213 -0.481 0.574  -0.26

***

Tell me which of them is the least stable. Sure, it is entry 2.

***

Entry 1
Here is an isolated molecule of C5H9N3 from the OMol25 dataset. Energies are from ωB97M-V with the def2-TZVPD basis set.

Computed properties:
Frontier orbital gap, eV: 9.60
Multiplicity: 1
LUMO, eV: 0.8
SMILES string: [H]/N=C\C(N)=N\C(=C)C

Each line ends with the Löwdin charge.
Geometry (Å):
C 1.948 -1.378 -0.508  -0.09
C -2.733 -0.210 0.161  -0.13
H 2.965 0.626 1.131  0.06
C 1.268 -0.403 0.395  -0.32
N -0.745 1.239 -0.797  0.12
H -3.049 -1.246 -0.024  0.08
H 1.328 1.238 1.727  0.06
N -0.396 -0.733 0.634  0.14
N -3.537 0.718 0.476  0.05
H 1.622 -1.249 -1.544  0.07
H 1.711 -2.401 -0.203  0.08
H 3.040 -1.270 -0.480  0.08
H -1.486 1.481 -1.445  0.10
C -0.956 0.104 -0.085  -0.45
H -3.054 1.612 0.616  0.04
H 0.195 1.335 -1.161  0.09
C 1.879 0.538 1.108  0.02

***

Entry 2
Here is an isolated molecule of C5H9N3 from the OMol25 dataset. Energies are from ωB97M-V with the def2-TZVPD basis set.

Computed properties:
Frontier orbital gap, eV: 6.56
Multiplicity: 1
LUMO, eV: 0.7
SMILES string: Cc1nc(C)c(N)[nH]1

Each line ends with the Löwdin charge.
Geometry (Å):
H -2.606 -1.395 -0.917  0.08
H -1.313 1.673 0.856  0.14
N 1.018 1.830 -0.419  0.14
C 2.249 -1.152 0.180  -0.06
C 0.879 -0.595 0.249  -0.36
H -2.765 0.385 -0.893  0.08
H 2.726 -0.905 -0.773  0.06
H 1.838 1.662 -0.996  0.11
C -2.549 -0.509 -0.280  -0.06
C -1.241 -0.419 0.407  -0.37
H 2.224 -2.239 0.287  0.08
H 2.871 -0.739 0.981  0.07
C 0.436 0.779 0.190  -0.36
N -0.224 -1.342 0.303  0.12
H -3.349 -0.597 0.461  0.07
N -0.729 0.848 0.892  0.15
H 0.535 2.714 -0.530  0.10

***

Tell me which of them is the least stable. Sure, it is entry 1.

***

Entry 1
Here is an isolated molecule of C5H9N3 from the OMol25 dataset. Energies are from ωB97M-V with the def2-TZVPD basis set.

Computed properties:
Frontier orbital gap (alpha / beta), eV: 7.39 / 6.31
Multiplicity: 1
LUMO (alpha / beta), eV: -0.1 / -0.5

Each line ends with the Löwdin charge.
Geometry (Å):
C -1.144 0.902 -0.527  -0.21
H 1.894 0.268 -1.862  0.08
C 0.083 0.229 -0.705  -0.25
C 1.297 -0.994 1.119  -0.03
H 2.225 -1.018 0.547  0.09
C -0.768 0.583 1.262  -0.37
H 0.390 0.225 -2.805  0.08
H -2.080 0.142 2.610  0.03
N 0.431 0.034 0.580  -0.08
H -0.560 1.598 1.628  0.14
N -1.474 -0.305 1.927  0.08
H 0.961 -1.228 -1.979  0.09
C 0.881 -0.140 -1.904  -0.01
N -2.180 1.346 -1.074  0.12
H -2.276 1.088 -2.060  0.05
H 1.504 -0.759 2.161  0.09
H 0.814 -1.973 1.080  0.09

***

Entry 2
Here is a cluster of 2 separate species, C5H9N3 in total from the OMol25 dataset. Energies are from ωB97M-V with the def2-TZVPD basis set.

Computed properties:
Frontier orbital gap, eV: 9.21
Multiplicity: 1
LUMO, eV: 0.4
SMILES string: C=CN=C.CN=C=N

Each line ends with the Löwdin charge.
Geometry (Å):
H -0.739 -2.460 -1.515  0.08
C 0.373 2.149 -0.772  0.04
H 0.119 -2.189 0.018  0.05
C 0.826 1.358 0.227  -0.23
H 2.420 -1.541 0.591  0.06
N -2.877 0.467 0.609  0.13
H 1.488 1.864 0.941  0.09
C -1.769 0.030 0.297  -0.31
N 1.254 -0.002 -0.032  -0.05
H -2.969 1.227 1.263  0.04
N -1.188 -0.722 -0.509  0.00
C 2.284 -0.469 0.543  -0.05
H -1.599 -2.697 0.044  0.08
H -0.327 1.718 -1.472  0.05
H 3.072 0.154 0.974  0.07
C -0.849 -2.107 -0.489  -0.11
H 0.480 3.221 -0.718  0.05

***

Entry 3
Here is a structure of composition C5H9N3 from the OMol25 dataset. Energies are from ωB97M-V with the def2-TZVPD basis set.

Computed properties:
Frontier orbital gap, eV: 9.33
Multiplicity: 1
LUMO, eV: 0.8

Each line ends with the Löwdin charge.
Geometry (Å):
C -1.506 0.247 -0.819  -0.12
N 1.985 0.812 1.159  0.00
H -2.109 0.106 -1.609  0.08
N 0.722 -0.391 -1.206  -0.06
H 2.183 0.078 2.086  0.17
H 2.041 1.703 1.603  0.03
C 0.400 -1.064 -0.037  -0.18
H -0.023 0.690 1.450  0.12
H 0.444 1.697 -1.448  0.18
C -1.167 -1.061 -0.135  -0.30
C 0.646 0.452 0.564  -0.29
H 0.388 -0.617 -2.191  0.15
C 0.050 0.776 -0.780  -0.24
H -1.352 -2.027 -0.682  0.15
H 1.213 -1.631 0.423  0.14
H -1.741 0.510 1.158  0.14
N -2.175 -0.281 0.462  0.06

***

Entry 4
Here is an isolated molecule of C5H9N3 from the OMol25 dataset. Energies are from ωB97M-V with the def2-TZVPD basis set.

Computed properties:
Frontier orbital gap, eV: 9.37
Multiplicity: 1
LUMO, eV: 0.8
SMILES string: [H]/N=C\[C@H]1C[C@H](N)/C1=N/[H]

Each line ends with the Löwdin charge.
Geometry (Å):
C 0.693 -0.867 -0.527  -0.33
C -0.202 0.490 0.943  -0.19
H 0.033 -1.613 -0.973  0.14
H 0.124 -1.661 1.487  0.11
C 0.005 0.574 -0.534  -0.35
H -2.030 -0.546 1.633  0.10
C 0.612 -0.810 1.013  -0.10
H -2.481 1.327 -0.506  0.04
H 1.957 -0.963 -2.107  0.08
H 1.594 -0.667 1.462  0.11
H -0.556 2.259 -1.337  0.05
N -2.734 0.710 0.266  0.11
H 2.606 -0.245 -0.791  0.08
N 0.126 1.503 -1.375  0.15
C -1.771 0.170 0.855  -0.20
H 0.026 1.341 1.586  0.15
N 1.998 -0.999 -1.096  0.05

***

Tell me which of them is the least stable. Sure, it is entry 3.